Record 1
Computed, not measured: a 2-piece molecular cluster, CH3Cl2OP overall, with the ωB97M-V functional and the def2-TZVPD basis.

Values from the calculation:
M   132.9 g mol⁻¹
Energy above the lowest of the compared OMol25 structures with the same formula, charge and spin   67.6 kcal per mole
SMILES   O=CCl.PCl
Frontier orbital gap   9.9 eV
Total charge   0
HOMO level   -9.630 eV
LUMO energy   0.318 eV

```
8
Properties=species:S:1:pos:R:3:forces:R:3:mulliken_charge:R:1
O -1.740022 0.721805 -0.072260 0.1 -0.1 -0.4 -0.283
C -2.049907 1.301292 0.899368 -0.2 -0.5 0.3 0.118
Cl -2.525469 0.327392 2.377556 0.2 1.1 -0.7 -0.166
H -2.066818 2.408688 0.929693 -0.2 -0.4 0.8 0.331
P 0.754693 -1.305631 -1.118498 1.5 1.9 0.6 0.099
Cl 1.352482 -3.238071 -1.255196 -0.1 -0.6 0.3 -0.214
H 1.609711 -0.854739 0.037552 -0.4 -0.5 -1.4 0.066
H -0.236154 -1.254457 -0.173092 -1.1 -0.8 0.5 0.050
```
Forces are in eV/Å.

Record 2
Computed, not measured: C19H19ClN4O4 in the gas phase, with the ωB97M-V functional and the def2-TZVPD basis.

Values from the calculation:
M   402.8 g mol⁻¹
Energy above the lowest of the compared OMol25 structures with the same formula, charge and spin   80.0 kcal per mole
SMILES   C=CCNC(=O)C1=NO[C@H](CNC(=O)c2c(-c3ccccc3Cl)noc2C)C1
Frontier orbital gap   9.9 eV
Total charge   0
HOMO level   -9.296 eV
LUMO energy   0.631 eV

```
47
Properties=species:S:1:pos:R:3:forces:R:3:mulliken_charge:R:1
C 0.397409 4.789826 -1.979431 0.1 0.1 0.0 -0.877
C 0.286971 3.615102 -2.569908 -0.1 -0.1 0.0 -0.001
C -0.778434 2.613788 -2.255505 -0.2 0.0 -0.2 -0.737
N -0.198506 1.310333 -2.005523 0.2 0.4 0.1 0.107
C -0.708224 0.183644 -2.542765 0.0 -0.1 0.1 -0.026
O -1.620992 0.152373 -3.337632 -0.3 -0.1 -0.2 -0.667
C 0.008842 -1.036575 -2.055625 0.7 -0.3 0.0 0.607
N -0.566600 -1.975098 -1.430375 -0.7 0.4 -0.2 -0.131
O 0.335468 -2.926458 -1.028605 0.3 -0.5 0.0 -0.343
C 1.673276 -2.451740 -1.274784 0.4 0.4 0.2 0.113
C 2.301148 -2.037589 0.073492 -0.1 -0.1 -0.4 -1.222
N 1.390068 -1.263643 0.886647 0.0 -0.2 0.0 -0.070
C 1.264943 0.074556 0.786432 -0.1 -0.2 0.3 0.707
O 1.944007 0.753076 0.022645 0.3 0.2 -0.2 -0.767
C 0.283150 0.683069 1.694503 -0.3 0.9 0.4 1.944
C -0.871867 0.119674 2.323935 0.5 0.6 0.1 -0.624
C -1.427638 -1.220602 2.094442 -0.4 0.0 0.0 -0.594
C -1.130769 -2.295349 2.925544 0.0 0.0 0.0 0.092
C -1.632148 -3.553709 2.642272 0.1 -0.1 0.1 -0.669
C -2.429961 -3.746819 1.526449 0.0 0.1 0.0 -0.502
C -2.743343 -2.685137 0.696660 0.0 0.0 0.0 -0.631
C -2.245467 -1.426165 0.984458 0.0 -0.1 0.2 1.106
Cl -2.628148 -0.092074 -0.040261 -0.3 0.0 0.0 -0.129
N -1.450451 1.008427 3.080520 -0.9 -1.0 0.3 -0.736
O -0.734958 2.156040 2.987619 0.7 0.6 -0.3 -0.177
C 0.290476 1.984231 2.149909 0.3 -0.9 -0.5 -0.362
C 1.200362 3.116193 1.872304 -0.1 0.1 0.1 -1.296
C 1.492544 -1.261260 -2.225142 -0.1 -0.3 0.0 -0.542
H 1.173240 5.489048 -2.238984 0.2 0.1 -0.1 0.270
H -0.299642 5.109132 -1.221507 -0.2 0.0 0.2 0.264
H 0.991188 3.308786 -3.331421 0.1 0.0 -0.1 0.318
H -1.457020 2.491222 -3.107129 0.1 0.1 0.2 0.419
H -1.364829 2.937310 -1.386861 0.0 0.0 -0.1 0.302
H 0.564287 1.272974 -1.340491 0.0 -0.2 0.0 0.001
H 2.242809 -3.275928 -1.709854 -0.1 0.1 0.0 0.487
H 3.191613 -1.433266 -0.116467 0.0 -0.1 0.0 0.391
H 2.576421 -2.929849 0.638697 0.0 0.1 0.0 0.485
H 0.693017 -1.780018 1.404488 0.1 0.1 0.0 0.186
H -0.507934 -2.133740 3.793596 0.0 0.0 0.1 0.462
H -1.395678 -4.382851 3.291448 0.0 -0.1 0.1 0.414
H -2.811907 -4.729975 1.299596 0.0 -0.1 0.0 0.405
H -3.357893 -2.826015 -0.177064 0.0 0.0 -0.1 0.428
H 1.997809 2.782213 1.215015 0.0 0.0 0.0 0.268
H 1.614254 3.504211 2.801292 0.0 0.0 0.1 0.394
H 0.650257 3.920891 1.386817 0.0 0.1 -0.1 0.273
H 2.091278 -0.399807 -1.937386 0.0 0.0 0.0 0.263
H 1.707572 -1.512451 -3.266057 0.0 0.0 0.0 0.398
```
Forces are in eV/Å.

Record 3
Computed, not measured: a 3-piece molecular cluster, CH5ClN2O overall, with the ωB97M-V functional and the def2-TZVPD basis.

Values from the calculation:
M   96.5 g mol⁻¹
Energy above the lowest of the compared OMol25 structures with the same formula, charge and spin   34.5 kcal per mole
SMILES   [H]/N=N/[H].C=O.Cl
Frontier orbital gap   10.2 eV
Total charge   0
HOMO level   -9.276 eV
LUMO energy   0.899 eV

```
10
Properties=species:S:1:pos:R:3:forces:R:3:mulliken_charge:R:1
H -0.443732 -1.996511 -0.918689 0.9 -0.3 1.6 0.258
N -0.086715 -1.667912 0.048124 -1.3 0.8 -1.3 -0.255
N -0.885808 -0.740342 0.236816 -0.2 1.0 0.4 -0.211
H -0.727217 -0.121457 1.097345 0.5 -1.6 -0.7 0.217
C 2.680251 -0.135222 0.126452 3.4 -1.0 0.0 -0.175
O 1.959095 0.722745 -0.203545 -3.2 1.7 -0.5 -0.349
H 3.757648 0.186975 0.002601 -0.1 -1.2 0.6 0.272
H 2.409099 -1.168961 0.460848 -0.1 0.6 -0.1 0.245
Cl -4.390633 2.378755 0.225110 0.1 0.1 -1.1 -0.252
H -4.271988 2.541928 -1.075062 -0.1 -0.1 1.1 0.250
```
Forces are in eV/Å.